# 1
ORCA calculation (wB97M-V/def2-TZVPD) on 3 unconnected molecules or ions with the total composition C2H4FNO at a distorted geometry.

Each line ends with the natural charge from an NBO analysis.
Geometry (Å):
C 0.05887 0.98321 0.98618  0.76
C 0.67312 -0.41287 -0.92265  -0.43
N 0.01912 0.53109 -0.07376  -0.47
O 0.32872 1.61097 1.90775  -0.53
F -2.08198 -0.72998 0.16831  -0.58
H -1.65356 -0.08656 1.22110  0.56
H 1.25345 0.18193 -1.70089  0.22
H 1.47415 -0.77488 -0.28192  0.20
H -0.07188 -1.30291 -1.30412  0.25

As for the max |F|: 6.90 eV/Å. The value obtained for the frontier orbital gap is 9.864 eV. The HOMO energy is -10.57 eV. As for the multiplicity: 1. The calculation puts the calculated total energy at -308.34902 a.u.



# 2
ORCA calculation (wB97M-V/def2-TZVPD) on 2 unconnected molecules or ions with the total composition C2H4FNO at a distorted geometry.

Each line ends with the natural charge from an NBO analysis.
Geometry (Å):
O -1.67083 -1.98639 -0.19397  -0.32
N -1.74443 -0.83273 -0.36482  0.13
C -2.34028 0.18757 -0.33899  0.45
F -2.02461 1.39627 -0.48459  -0.25
C 1.53931 0.22670 0.25696  -0.84
H 2.57472 0.11262 0.73068  0.22
H 1.53951 0.39745 -0.83246  0.21
H 0.81948 -0.54828 0.50772  0.21
H 1.30713 1.04679 0.71948  0.20

As for the max |F|: 5.94 eV/Å. The value obtained for the frontier orbital gap is 9.296 eV. The HOMO energy is -10.05 eV. As for the multiplicity: 1. As for the structure (SMILES): [O-][N+]#CF.C. The calculation puts the calculated total energy at -308.27789 a.u.



# 3
ORCA calculation (wB97M-V/def2-TZVPD) on 2 unconnected molecules or ions with the total composition C2H4FNOS at a distorted geometry.

Each line ends with the natural charge from an NBO analysis.
Geometry (Å):
C 0.58145 -1.40698 1.05129  0.72
C 0.51047 0.14650 -0.58090  -0.17
N -0.23750 1.25464 -0.32137  -0.73
O -0.10714 -1.41479 2.00921  -0.58
F 1.61534 -2.25481 0.87157  -0.37
S -1.93309 1.13343 -0.04023  0.20
H 0.06232 -0.53561 -1.29087  0.21
H 1.57304 0.28784 -0.66317  0.21
H 0.17643 1.95561 0.27705  0.40
H -2.24133 0.83417 -1.31257  0.11

As for the max |F|: 3.31 eV/Å. The value obtained for the frontier orbital gap (alpha / beta) is 8.813 / 8.813 eV. The HOMO energy (alpha / beta) is -8.46 / -8.47 eV. As for the multiplicity: 1. The calculation puts the calculated total energy at -706.56413 a.u.



# 4
ORCA calculation (wB97M-V/def2-TZVPD) on a single C2H4FNOS molecule at a distorted geometry.

Each line ends with the natural charge from an NBO analysis.
Geometry (Å):
O 1.13482 0.22728 -2.07801  -0.51
C 1.22009 0.56698 -0.92840  0.86
F 2.34999 1.25002 -0.61047  -0.34
C 0.37691 0.27746 0.31095  -0.36
N -0.94715 -0.28464 0.01436  -0.74
S -1.92711 -1.11144 1.25111  0.16
H 0.38869 1.16313 0.96110  0.21
H 0.74318 -0.46837 0.94109  0.24
H -1.45751 0.56982 -0.36867  0.37
H -1.88192 -2.19025 0.50694  0.12

As for the max |F|: 3.38 eV/Å. The value obtained for the frontier orbital gap is 10.438 eV. The HOMO energy is -10.01 eV. As for the multiplicity: 1. As for the structure (SMILES): O=C(F)CNS. The calculation puts the calculated total energy at -706.62105 a.u.



# 5
ORCA calculation (wB97M-V/def2-TZVPD) on 2 unconnected molecules or ions with the total composition C2H4FPS at a distorted geometry.

Each line ends with the natural charge from an NBO analysis.
Geometry (Å):
F 2.38950 0.39722 -0.91573  -0.29
C 2.48317 -0.66627 -0.18866  -0.10
P 2.61769 -1.87259 0.76392  0.39
C -1.43178 0.18368 -0.38668  -0.73
S -1.03163 -0.17799 1.34954  -0.05
H -0.38946 0.33426 -0.93010  0.21
H -1.99678 1.18323 -0.37795  0.22
H -1.99225 -0.52175 -0.88468  0.22
H -0.64845 1.14019 1.57034  0.13

As for the max |F|: 4.81 eV/Å. The value obtained for the frontier orbital gap is 9.580 eV. The HOMO energy is -8.88 eV. As for the multiplicity: 1. As for the structure (SMILES): FC#P.CS. The calculation puts the calculated total energy at -917.90149 a.u.



# 6
ORCA calculation (wB97M-V/def2-TZVPD) on a molecular structure, C2H4FeLiO2 at a distorted geometry.

Each line ends with the Löwdin spin population.
Geometry (Å):
O 1.75498 1.17527 -0.15876  0.36
C 0.36601 -0.78997 -0.69964  0.36
C -0.88347 -0.50809 -0.17235  0.29
O -0.98559 0.13738 1.04602  0.23
H 2.51591 0.73728 0.22460  0.01
H 1.11335 -1.19650 -0.00513  0.02
H 0.46779 -0.69781 -1.78286  0.01
H -1.71366 -1.18454 -0.41507  0.01
Li -2.86208 0.51202 1.29880  0.00
Fe 0.22676 1.81495 0.66436  3.70

As for the max |F|: 3.67 eV/Å. The value obtained for the frontier orbital gap (alpha / beta) is 8.583 / 8.531 eV. The HOMO energy (alpha / beta) is -18.55 / -19.58 eV. As for the multiplicity: 6. Its total charge is +2. The calculation puts the calculated total energy at -1499.56739 a.u.